# 1
C7H7NO | wB97M-V/def2-TZVPD

Geometry as ORCA input:
```
! RIJCOSX wB97M-V def2-TZVPD def2/J DEFGRID3
* xyz 0 1
C -0.63 -0.26 -1.31
C -0.59 -1.43 -0.49
C -0.63 -0.86 0.97
C 0.36 0.19 1.52
C 1.48 0.70 0.59
C 0.91 1.46 -0.38
C -0.55 1.03 -0.39
H -1.16 -0.08 -2.32
H -0.97 -2.42 -0.70
H -1.21 -1.37 1.67
H 0.46 0.38 2.63
H 2.46 0.44 0.89
H 1.40 1.90 -1.32
H -1.15 1.90 -0.58
N -0.91 0.49 0.98
O 0.55 -1.15 -1.26
*
```

Properties
ΔE to the lowest compared entry with this formula, charge and spin in kJ/mol: 358.4
SMILES string: C1=C[C@H]2[C@H]3O[C@H]3[C@H]3[C@@H]1N32
Total energy in Eh: -400.7743
Frontier orbital gap in hartree: 0.356
LUMO level in eV: 1.091

Here are the Mulliken charges for atoms 1 to 2, given in e: atom 1 (C): -0.190, atom 2 (C): -0.265

# 2
C7H7NO3 | wB97M-V/def2-TZVPD

Geometry as ORCA input:
```
! RIJCOSX wB97M-V def2-TZVPD def2/J DEFGRID3
* xyz 0 1
C 1.01 0.60 0.10
C -0.37 0.79 0.15
C -1.12 -0.41 -0.07
C -0.50 -1.78 -0.14
C 0.82 -1.91 -0.17
C 1.57 -0.70 0.04
C -2.63 -0.11 -0.03
H 2.29 2.12 0.84
H 1.86 2.38 -0.85
H -0.89 1.79 0.05
H -1.30 -2.59 0.00
H 1.36 -2.86 -0.23
H 3.14 0.15 0.12
H -3.79 1.37 0.17
N 2.05 1.67 -0.11
O 2.88 -0.78 0.11
O -2.86 1.22 -0.18
O -3.51 -0.94 0.21
*
```

Properties
ΔE to the lowest compared entry with this formula, charge and spin in kJ/mol: 120.4
SMILES string: Nc1cc(C(=O)O)ccc1O
Total energy in Eh: -551.3997
Frontier orbital gap in hartree: 0.328
LUMO level in eV: 0.553

Here are the Mulliken charges for atoms 1 to 2, given in e: atom 1 (C): 0.732, atom 2 (C): -0.596

# 3
C7H7NO4 | wB97M-V/def2-TZVPD

Geometry as ORCA input:
```
! RIJCOSX wB97M-V def2-TZVPD def2/J DEFGRID3
* xyz -2 1
C 1.53 0.35 -0.22
C 2.87 0.83 -0.03
C 1.94 -1.02 -0.34
C 3.28 -0.60 0.13
C -2.24 0.05 -1.09
C -1.59 -0.05 1.35
C -1.09 -0.22 -0.10
N -0.12 0.80 -0.45
O 3.48 1.91 -0.03
O -0.46 2.02 -0.04
O 1.43 -2.10 -0.69
O 4.23 -1.18 0.71
H -1.89 -0.15 -2.10
H -3.13 -0.55 -0.89
H -2.48 1.11 -1.01
H -1.59 1.03 1.53
H -0.90 -0.53 2.05
H -2.60 -0.46 1.49
H -0.66 -1.21 -0.26
*
```

Properties
ΔE to the lowest compared entry with this formula, charge and spin in kJ/mol: 343.6
Total energy in Eh: -626.4900
Frontier orbital gap (spin up / spin down) in hartree: 0.174 / 0.174
LUMO level (spin up / spin down) in eV: 6.352 / 6.352

Here are the Mulliken charges for atoms 1 to 2, given in e: atom 1 (C): 0.176, atom 2 (C): 0.113

# 4
C7H7NO4 | wB97M-V/def2-TZVPD

Geometry as ORCA input:
```
! RIJCOSX wB97M-V def2-TZVPD def2/J DEFGRID3
* xyz 0 1
C 1.51 -2.65 0.59
C 0.91 -1.28 -0.19
C -1.48 -0.42 0.27
C -1.00 0.90 -0.07
C 0.06 1.37 -0.88
C -0.17 2.72 -1.12
C -0.98 3.08 0.02
H 0.50 -1.60 2.06
H 1.26 -1.09 -1.50
H 1.17 -0.28 0.60
H -0.93 -2.41 -0.43
H 0.91 0.65 -1.33
H 0.72 3.26 -1.50
H -1.30 4.08 0.47
N -0.60 -1.50 -0.17
O 1.28 -2.46 1.94
O 2.24 -3.53 0.14
O -2.56 -0.79 0.59
O -1.56 1.97 0.49
*
```

Properties
ΔE to the lowest compared entry with this formula, charge and spin in kJ/mol: 359.0
Total energy in Eh: -626.4874
Frontier orbital gap in hartree: 0.339
LUMO level in eV: -0.160

Here are the Mulliken charges for atoms 1 to 2, given in e: atom 1 (C): 0.583, atom 2 (C): -0.865

# 5
C7H7NO4 | wB97M-V/def2-TZVPD

Geometry as ORCA input:
```
! RIJCOSX wB97M-V def2-TZVPD def2/J DEFGRID3
* xyz 0 1
C -0.07 2.17 -0.20
C -1.23 1.52 -0.03
C 1.24 1.60 -0.13
C -1.48 0.04 0.08
C 1.47 0.28 -0.31
C -0.58 -0.97 -0.15
C -0.84 -2.45 -0.09
N 2.80 -0.28 0.00
O 3.62 0.60 0.41
O 3.07 -1.43 -0.17
O 0.64 -0.67 -0.83
O -2.61 -0.20 0.85
H -0.06 3.21 -0.28
H -2.09 2.26 0.09
H 2.07 2.25 0.04
H 0.05 -3.04 -0.47
H -1.73 -2.81 -0.61
H -1.11 -2.68 0.97
H -3.14 0.60 0.84
*
```

Properties
ΔE to the lowest compared entry with this formula, charge and spin in kJ/mol: 416.9
SMILES string: CC1=C(O)C=CC=C([N+](=O)[O-])O1
Total energy in Eh: -626.4653
Frontier orbital gap in hartree: 0.269
LUMO level in eV: -1.125

Here are the Mulliken charges for atoms 1 to 2, given in e: atom 1 (C): -0.617, atom 2 (C): -0.470

# 6
C7H7NO6P2 | wB97M-V/def2-TZVPD

Geometry as ORCA input:
```
! RIJCOSX wB97M-V def2-TZVPD def2/J DEFGRID3
* xyz 0 1
C 2.61 2.49 -0.24
C 1.67 2.10 0.62
O 0.86 1.44 1.63
P 0.61 -0.19 1.16
O 0.45 -0.30 -0.39
O -0.94 -0.66 1.83
C -1.88 -0.32 0.78
C -2.55 -1.35 -0.19
C -3.50 -0.85 -1.30
N -3.93 0.47 -1.68
C -3.33 1.38 -0.73
C -2.36 1.14 0.45
O 1.86 -1.27 1.60
P 3.04 -1.10 0.31
O 2.86 -2.36 -0.85
O 4.63 -1.18 0.98
H 3.61 2.87 -0.69
H -2.34 -2.48 -0.06
H -3.96 -1.69 -1.97
H -3.63 2.49 -0.91
H -1.96 2.03 1.06
H 2.97 -2.01 -1.78
H 5.22 -0.65 0.38
*
```

Properties
Total energy in Eh: -1459.6338
Frontier orbital gap in hartree: 0.287
LUMO level in eV: -1.166

Here are the Mulliken charges for atoms 1 to 2, given in e: atom 1 (C): -0.199, atom 2 (C): 0.040

# 7
C7H7NP2 | wB97M-V/def2-TZVPD

Geometry as ORCA input:
```
! RIJCOSX wB97M-V def2-TZVPD def2/J DEFGRID3
* xyz 0 1
C 1.96 -1.91 -0.39
C 2.13 -0.55 -0.56
C 0.72 -2.33 -0.15
C 1.21 0.30 -0.03
C -0.12 -0.12 0.30
C 0.22 2.70 0.52
C -4.17 1.32 -1.01
N -0.24 -1.46 0.12
P 1.68 1.95 0.18
P -4.46 0.88 0.43
H 2.85 -2.49 -0.41
H 3.11 -0.24 -0.98
H 0.57 -3.33 0.07
H 0.16 3.73 0.65
H -0.68 2.18 0.22
H -3.78 1.50 -2.05
H -1.21 -1.75 0.29
*
```

Properties
ΔE to the lowest compared entry with this formula, charge and spin in kJ/mol: 103.0
Total energy in Eh: -1008.1843
Frontier orbital gap in hartree: 0.304
LUMO level in eV: 0.024

Here are the Mulliken charges for atoms 1 to 2, given in e: atom 1 (C): -0.489, atom 2 (C): -0.447

# 8
C7H7O4S | wB97M-V/def2-TZVPD

Geometry as ORCA input:
```
! RIJCOSX wB97M-V def2-TZVPD def2/J DEFGRID3
* xyz -1 1
C -0.59 0.59 -0.42
C 2.14 -1.19 -0.69
C -1.84 -0.04 -0.13
C 0.42 0.05 0.34
C -1.60 -1.09 0.96
C -0.14 -0.91 1.36
C -0.43 1.61 -1.49
O 2.74 -2.06 -1.25
O -2.94 0.19 -0.63
O 2.16 2.10 0.13
O 2.94 -0.31 0.18
S 2.01 0.84 0.86
H -2.29 -0.94 1.79
H -1.80 -2.08 0.54
H 0.41 -1.86 1.36
H -0.05 -0.48 2.37
H -0.16 1.12 -2.43
H 0.37 2.31 -1.24
H -1.36 2.15 -1.64
*
```

Properties
ΔE to the lowest compared entry with this formula, charge and spin in kJ/mol: 0.0
Total energy in Eh: -970.0836
Frontier orbital gap (spin up / spin down) in hartree: 0.257 / 0.257
LUMO level (spin up / spin down) in eV: 3.352 / 3.352

Here are the Mulliken charges for atoms 1 to 2, given in e: atom 1 (C): -0.028, atom 2 (C): -0.161

# 9
C7H7O5S2 | wB97M-V/def2-TZVPD

Geometry as ORCA input:
```
! RIJCOSX wB97M-V def2-TZVPD def2/J DEFGRID3
* xyz -1 1
C 1.37 -1.02 1.21
C -0.04 -1.16 0.87
C 1.86 0.24 1.11
C -0.67 0.02 0.48
C -2.17 -0.37 -1.55
C 3.19 0.62 1.50
C -2.04 0.41 0.04
O -0.80 1.87 -1.92
O -2.72 -1.43 -1.66
O 0.19 -0.29 -2.41
O -1.55 0.57 -3.90
O -3.04 -0.12 0.88
S 0.58 1.29 0.62
S -0.99 0.56 -2.55
H 1.98 -1.98 1.56
H -0.45 -2.15 0.82
H 3.84 0.90 0.56
H 3.27 1.52 2.12
H 3.84 -0.05 1.96
H -2.22 1.41 -0.10
H -3.45 -0.85 0.35
*
```

Properties
SMILES string: Cc1ccc([C@H](O)C(=O)S(=O)(=O)[O-])s1
Total energy in Eh: -1443.5327
Frontier orbital gap in hartree: 0.292
LUMO level in eV: 3.055

Here are the Mulliken charges for atoms 1 to 2, given in e: atom 1 (C): -0.426, atom 2 (C): -0.633

# 10
C7H7O6 | wB97M-V/def2-TZVPD

Geometry as ORCA input:
```
! RIJCOSX wB97M-V def2-TZVPD def2/J DEFGRID3
* xyz -1 1
C 1.65 -1.02 -0.50
C 0.01 -2.35 -0.71
C 0.31 -1.83 1.43
C 0.93 -0.81 0.72
C -1.01 -1.24 -0.85
C 1.35 0.37 1.56
C -0.91 -0.08 -1.74
O -0.06 -2.92 0.54
O 2.56 -0.32 -0.96
O -1.04 -2.52 -1.56
O -0.05 -1.92 2.58
O 1.26 -2.16 -1.23
O -1.96 -1.05 0.09
H 1.16 1.24 0.86
H 2.47 0.54 1.80
H 0.94 0.62 2.60
H -1.85 0.22 -2.24
H -0.21 -0.24 -2.67
H -0.53 0.63 -1.04
H -1.63 -1.75 0.80
*
```

Properties
ΔE to the lowest compared entry with this formula, charge and spin in kJ/mol: 86.5
SMILES string: CC1=C([O-])O[C@@]2(OC1=O)O[C@@]2(C)O
Total energy in Eh: -722.3887
Frontier orbital gap in hartree: 0.284
LUMO level in eV: 3.742

Here are the Mulliken charges for atoms 1 to 2, given in e: atom 1 (C): 0.753, atom 2 (C): 1.299

# 11
C7H8 | wB97M-V/def2-TZVPD

Geometry as ORCA input:
```
! RIJCOSX wB97M-V def2-TZVPD def2/J DEFGRID3
* xyz 0 1
C 0.62 0.66 0.90
C 1.28 0.32 -0.24
C -0.64 0.37 1.27
C -1.05 0.21 -0.06
C 0.04 0.28 -0.98
C -2.57 0.25 -0.55
C 2.92 0.25 -0.38
H -1.13 0.41 2.19
H -0.22 0.39 -1.99
H -3.09 0.63 0.25
H -2.72 -0.77 -0.78
H -2.44 0.86 -1.40
H 3.09 0.60 -1.33
H 3.29 -0.76 -0.24
H 3.32 1.01 0.30
*
```

Properties
ΔE to the lowest compared entry with this formula, charge and spin in kJ/mol: 569.6
Total energy in Eh: -271.3145
Frontier orbital gap (spin up / spin down) in hartree: 0.282 / 0.282
LUMO level (spin up / spin down) in eV: -0.366 / -0.362

Here are the Mulliken charges for atoms 1 to 2, given in e: atom 1 (C): 0.189, atom 2 (C): 0.534

# 12
C7H8 | wB97M-V/def2-TZVPD

Geometry as ORCA input:
```
! RIJCOSX wB97M-V def2-TZVPD def2/J DEFGRID3
* xyz 0 1
C -1.25 0.75 -0.10
C 0.08 0.47 0.61
C 0.69 -0.93 0.30
C -0.24 -1.91 -0.27
C -0.97 -2.72 -0.78
C 1.06 1.51 0.27
C 1.87 2.34 -0.07
H -1.15 0.67 -1.19
H -2.01 0.03 0.22
H -1.60 1.76 0.14
H -0.11 0.53 1.69
H 1.52 -0.81 -0.41
H 1.13 -1.33 1.22
H -1.61 -3.43 -1.25
H 2.58 3.08 -0.37
*
```

Properties
ΔE to the lowest compared entry with this formula, charge and spin in kJ/mol: 369.7
SMILES string: C#CC[C@H](C)C#C
Total energy in Eh: -271.3906
Frontier orbital gap in hartree: 0.399
LUMO level in eV: 0.995

Here are the Mulliken charges for atoms 1 to 2, given in e: atom 1 (C): -1.494, atom 2 (C): 0.624